No. 1
148
Properties=species:S:1:pos:R:3:forces:R:3 method="wB97M-V/def2-TZVPD" e_tot_ev=-88185.17369 relative_energy_kcal_mol=7.19 total_charge=+1
C -5.694 -3.388 1.966 -0.258 0.446 -0.089
C -6.100 -2.300 1.673 0.281 -0.233 0.069
C -6.539 -0.954 1.337 -0.213 0.436 -0.026
H -6.830 -0.438 2.261 -0.062 -0.090 -0.211
O -5.516 -0.157 0.750 -0.022 -0.113 0.427
C -5.460 -0.158 -0.658 0.100 -0.221 -0.550
H -6.447 0.099 -1.067 0.060 0.009 0.059
C -4.984 -1.479 -1.287 -0.272 0.266 0.194
O -3.575 -1.587 -1.327 0.102 -0.147 0.066
C -2.935 -0.959 -2.428 0.126 -0.334 -0.429
H -1.944 -0.659 -2.079 0.009 0.096 -0.009
C -2.807 -1.913 -3.626 -0.107 0.206 0.388
O -1.981 -3.025 -3.362 -0.156 -0.124 -0.010
C -0.587 -2.804 -3.403 0.202 0.000 -0.176
H -0.279 -1.991 -2.733 0.007 -0.095 0.038
H -0.152 -3.741 -3.045 0.079 0.115 0.011
C -0.037 -2.509 -4.812 -0.419 0.090 0.288
N 1.397 -2.601 -4.835 0.014 -0.223 0.052
C 2.181 -1.701 -4.207 0.340 0.251 0.098
N 1.618 -0.589 -3.736 -0.354 -0.085 -0.080
C 2.462 0.257 -3.146 0.172 -0.236 -0.246
N 3.778 0.059 -3.020 0.092 0.130 0.172
C 4.231 -1.081 -3.548 -0.453 0.108 -0.303
N 3.476 -2.005 -4.132 0.155 -0.307 -0.072
N 5.574 -1.298 -3.524 0.129 0.101 -0.074
C 6.405 -0.456 -2.705 0.112 0.264 -0.017
C 6.586 -1.116 -1.309 0.028 0.218 -0.057
N 5.761 -2.301 -1.232 0.308 -0.179 0.006
C 4.524 -2.390 -0.702 -0.153 0.193 0.314
O 3.843 -3.395 -0.784 -0.133 -0.185 -0.048
C 3.988 -1.153 0.042 0.491 -0.038 -0.046
N 2.562 -1.295 0.176 -0.590 -0.586 0.156
C 1.863 -2.289 0.760 -0.622 0.158 0.052
C 0.545 -1.918 0.597 0.583 -0.056 0.267
N 0.540 -0.730 -0.050 -0.184 -0.154 0.049
N 1.749 -0.374 -0.293 0.472 0.822 -0.527
C -0.765 -2.533 0.983 0.050 -0.405 -0.144
C -1.124 -3.781 0.149 0.032 -0.094 0.441
C -0.002 -4.815 0.170 -0.147 0.241 -0.153
H -0.319 -5.715 -0.349 -0.005 -0.142 -0.028
H 0.891 -4.443 -0.326 0.120 -0.035 -0.056
H 0.254 -5.084 1.193 0.048 -0.083 0.167
C -2.437 -4.392 0.661 0.052 0.018 -0.385
C -3.138 -5.202 -0.424 0.004 0.074 0.203
H -3.316 -4.581 -1.299 -0.035 0.061 -0.131
H -2.538 -6.054 -0.730 0.039 -0.127 -0.075
H -4.094 -5.576 -0.065 -0.117 -0.104 -0.018
H -3.118 -3.605 0.991 -0.032 0.034 0.100
H -2.225 -5.031 1.521 0.008 0.060 0.145
H -1.280 -3.455 -0.883 -0.015 0.116 -0.057
H -0.744 -2.810 2.044 -0.090 0.032 -0.048
N -1.788 -1.487 0.761 0.266 0.045 -0.204
H -1.304 -0.658 0.367 -0.386 -0.279 0.099
H -2.486 -1.761 0.050 0.084 0.099 0.122
H -2.354 -1.102 1.630 0.311 -0.416 -0.300
H 2.327 -3.139 1.209 0.120 -0.212 0.050
H 4.123 -0.271 -0.595 0.002 -0.128 0.149
C 4.586 -0.911 1.445 -0.081 0.191 -0.108
C 3.895 0.303 2.009 0.183 -0.059 0.102
C 4.089 1.546 1.418 -0.079 -0.140 0.255
C 3.295 2.623 1.755 -0.006 0.139 0.038
C 2.292 2.481 2.709 0.163 -0.313 -0.117
C 2.174 1.272 3.387 -0.146 0.296 -0.028
C 2.953 0.192 3.022 0.133 0.051 -0.090
H 2.816 -0.754 3.526 -0.020 -0.121 0.052
H 1.454 1.185 4.182 -0.132 -0.015 0.103
O 1.421 3.479 2.986 -0.029 0.269 0.163
H 1.505 4.167 2.302 -0.104 -0.154 0.001
H 3.428 3.577 1.266 0.011 0.101 -0.050
H 4.857 1.671 0.668 0.083 0.013 -0.161
H 5.663 -0.760 1.381 0.014 -0.091 -0.021
H 4.405 -1.785 2.073 0.059 -0.035 -0.006
C 6.151 -3.292 -2.220 -0.055 -0.341 -0.007
C 6.069 -2.649 -3.635 0.048 -0.205 -0.202
H 5.383 -3.200 -4.275 0.222 -0.023 0.064
H 7.057 -2.612 -4.100 -0.063 -0.029 -0.008
H 7.166 -3.629 -1.999 -0.050 -0.010 -0.007
H 5.465 -4.133 -2.131 0.159 0.080 -0.028
H 6.346 -0.414 -0.517 0.038 -0.019 0.015
H 7.623 -1.439 -1.173 -0.084 0.090 0.090
H 7.372 -0.336 -3.200 -0.048 0.024 0.051
H 5.917 0.514 -2.626 0.212 -0.085 0.027
N 1.956 1.413 -2.662 0.009 0.127 -0.096
C 0.527 1.558 -2.505 -0.342 0.177 -0.102
C 0.126 3.035 -2.586 -0.298 -0.451 -0.191
N 0.882 3.789 -1.607 0.214 0.236 -0.100
C 0.466 4.276 -0.430 -0.440 -0.011 -0.200
O 1.242 4.642 0.442 0.168 0.176 0.364
C -1.055 4.411 -0.207 0.419 0.597 -0.220
N -1.505 3.219 0.471 -0.285 -0.520 0.764
C -1.622 2.964 1.791 -0.141 -0.572 -0.010
C -2.118 1.675 1.850 0.121 0.704 0.146
N -2.247 1.234 0.581 -0.388 -0.159 0.213
N -1.885 2.162 -0.230 0.036 0.288 -1.137
C -2.510 0.860 3.045 0.316 0.161 0.331
N -3.233 -0.335 2.600 -0.316 0.356 0.423
H -4.003 -0.074 1.983 -0.072 -0.078 0.033
H -3.614 -0.834 3.395 -0.030 -0.003 -0.028
H -3.141 1.496 3.684 0.065 -0.152 -0.088
C -1.253 0.462 3.835 -0.465 -0.248 0.135
H -0.775 1.383 4.171 0.131 0.061 -0.016
H -0.563 -0.043 3.155 0.120 0.048 -0.095
C -1.511 -0.439 5.049 0.159 0.238 0.042
C -2.418 0.235 6.077 0.033 -0.234 -0.206
H -2.513 -0.393 6.959 -0.053 -0.022 0.115
H -3.417 0.409 5.684 -0.156 0.078 0.009
H -1.997 1.189 6.384 0.040 0.152 0.057
C -0.178 -0.807 5.699 -0.261 -0.090 -0.147
H -0.336 -1.504 6.519 0.045 -0.070 0.106
H 0.309 0.079 6.100 0.097 0.134 0.059
H 0.489 -1.273 4.977 0.145 -0.062 -0.068
H -1.984 -1.369 4.712 0.014 -0.006 -0.012
H -1.349 3.657 2.555 0.079 0.241 0.175
H -1.580 4.444 -1.165 0.015 -0.033 0.175
C -1.371 5.704 0.566 -0.207 -0.170 -0.221
C -0.874 6.895 -0.252 0.099 -0.189 0.170
H -1.362 6.924 -1.224 -0.092 0.025 -0.120
H -1.089 7.822 0.269 -0.011 0.116 0.000
H 0.201 6.838 -0.403 0.098 0.084 -0.029
C -2.876 5.820 0.840 0.135 -0.022 0.182
C -3.197 6.859 1.908 -0.029 -0.126 -0.200
H -2.893 7.854 1.595 0.016 0.146 0.035
H -4.267 6.880 2.099 -0.077 0.067 0.067
H -2.689 6.622 2.840 0.045 0.006 0.133
H -3.272 4.857 1.171 -0.053 0.022 -0.085
H -3.388 6.083 -0.088 -0.033 -0.073 -0.080
H -0.824 5.686 1.513 0.000 -0.061 -0.014
C 2.308 3.684 -1.868 0.456 -0.128 0.206
C 2.746 2.225 -1.766 0.159 0.366 0.076
H 2.604 1.877 -0.734 0.059 0.059 -0.147
H 3.792 2.121 -2.048 -0.061 0.085 0.119
H 2.499 4.069 -2.874 -0.016 -0.006 0.030
H 2.842 4.293 -1.138 -0.039 -0.068 -0.120
H -0.945 3.102 -2.414 0.095 0.034 -0.028
H 0.363 3.435 -3.576 -0.062 -0.013 0.038
H 0.047 0.989 -3.300 -0.085 0.097 0.107
H 0.213 1.157 -1.534 -0.044 0.035 -0.112
H 1.833 -3.489 -5.026 0.031 0.075 -0.024
H -0.450 -3.224 -5.526 0.008 0.071 0.018
H -0.304 -1.494 -5.114 -0.089 -0.148 -0.082
H -3.785 -2.345 -3.857 0.023 0.163 -0.056
H -2.459 -1.349 -4.497 -0.045 0.026 -0.009
H -3.477 -0.060 -2.734 0.012 0.062 0.030
H -5.330 -2.324 -0.685 -0.063 0.067 -0.191
H -5.404 -1.571 -2.294 0.023 -0.021 0.004
H -4.752 0.639 -0.899 -0.113 -0.049 -0.120
H -7.416 -1.006 0.677 0.073 0.094 0.100
H -5.378 -4.356 2.221 0.203 -0.564 0.150

No. 2
147
Properties=species:S:1:pos:R:3:forces:R:3 method="wB97M-V/def2-TZVPD" e_tot_ev=-112120.77397 relative_energy_kcal_mol=14.34 total_charge=+1
Ca 0.377 -0.848 -0.092 -0.994 -1.717 0.232
C 3.391 3.925 -0.338 -0.045 0.017 -0.026
C 1.922 4.003 -0.062 0.096 -0.227 0.191
C 1.108 5.092 -0.209 -0.129 0.210 -0.098
C -0.183 4.650 0.160 -0.095 0.046 -0.030
N -0.156 3.385 0.534 0.402 0.084 0.013
N 1.152 2.984 0.417 -0.007 -0.193 -0.147
B 1.369 1.488 0.649 0.138 0.671 0.123
N 2.475 0.832 -0.208 -0.251 -0.368 0.133
N 2.065 0.277 -1.402 0.241 0.533 0.071
C 3.161 -0.120 -2.028 0.175 0.038 0.138
C 4.295 0.145 -1.223 0.088 -0.155 -0.194
C 3.817 0.722 -0.068 -0.238 0.035 -0.092
C 4.555 1.179 1.148 -0.019 -0.008 -0.015
C 3.123 -0.752 -3.399 -0.064 -0.040 0.042
C 3.359 -2.266 -3.280 0.062 -0.014 -0.003
C 1.774 -0.491 -4.074 0.123 0.012 -0.021
C 4.240 -0.135 -4.243 0.078 0.002 -0.126
N 1.499 1.031 2.132 -0.157 -0.187 -0.106
N 1.086 -0.271 2.363 0.150 0.684 -0.015
C 1.138 -0.439 3.686 0.163 -0.081 0.025
C 1.616 0.732 4.300 -0.093 -0.047 0.271
C 1.818 1.649 3.286 -0.003 -0.070 -0.095
C 2.326 3.056 3.403 -0.079 -0.081 -0.005
C 0.703 -1.719 4.386 0.072 0.084 -0.112
C -0.823 -1.839 4.363 -0.105 0.047 0.124
C 1.290 -2.943 3.682 0.084 -0.003 0.006
C 1.180 -1.688 5.836 0.039 -0.049 0.140
C -1.468 5.444 0.108 0.058 0.011 -0.027
C -1.543 6.185 -1.235 0.022 0.034 -0.003
C -1.474 6.460 1.258 -0.010 0.047 0.040
C -2.676 4.518 0.233 -0.056 -0.025 -0.051
H 3.681 4.778 -0.950 -0.025 0.005 0.043
H 3.980 3.966 0.581 -0.010 -0.016 -0.016
H 3.664 3.021 -0.881 -0.024 0.054 -0.017
H 1.407 6.068 -0.567 -0.055 -0.140 0.023
H 0.321 1.013 0.286 -0.026 1.136 0.125
H 5.332 -0.050 -1.457 -0.103 0.016 0.015
H 5.542 1.545 0.869 0.009 -0.018 0.004
H 4.030 1.977 1.669 0.027 -0.051 -0.079
H 4.685 0.357 1.856 -0.012 0.002 -0.008
H 2.584 -2.737 -2.671 -0.001 0.027 -0.003
H 3.343 -2.724 -4.275 0.014 0.059 0.103
H 4.334 -2.476 -2.826 -0.106 0.015 -0.036
H 0.943 -0.889 -3.488 0.005 -0.025 0.027
H 1.605 0.580 -4.212 0.049 -0.064 0.005
H 1.745 -0.969 -5.057 0.020 0.047 0.099
H 5.226 -0.335 -3.815 -0.087 0.013 -0.044
H 4.217 -0.562 -5.249 0.022 0.027 0.034
H 4.116 0.947 -4.328 0.003 -0.043 0.005
H 1.808 0.898 5.350 -0.077 -0.016 -0.129
H 1.861 3.544 4.260 0.025 -0.020 0.000
H 3.404 3.063 3.579 -0.023 -0.012 -0.010
H 2.115 3.655 2.519 -0.027 -0.057 0.015
H -1.208 -1.830 3.345 0.002 -0.019 -0.057
H -1.130 -2.773 4.849 0.035 0.124 -0.027
H -1.293 -1.004 4.894 0.035 -0.075 -0.039
H 0.972 -2.962 2.639 -0.014 -0.022 -0.025
H 2.384 -2.940 3.722 -0.117 -0.009 0.010
H 0.930 -3.861 4.159 0.035 0.081 -0.021
H 0.729 -0.856 6.387 0.036 -0.091 -0.044
H 0.889 -2.614 6.338 0.020 0.059 -0.019
H 2.268 -1.593 5.902 -0.079 -0.006 -0.006
H -0.695 6.863 -1.368 -0.082 -0.054 0.020
H -1.543 5.477 -2.069 0.005 0.049 0.068
H -2.460 6.779 -1.287 0.048 -0.040 0.003
H -0.604 7.121 1.208 -0.074 -0.063 -0.010
H -2.375 7.081 1.216 0.049 -0.045 0.013
H -1.453 5.947 2.226 0.004 0.040 -0.090
H -2.665 3.746 -0.542 -0.010 0.079 0.039
H -2.672 4.008 1.196 -0.021 -0.041 0.054
H -3.599 5.102 0.134 0.077 -0.077 0.045
C 3.768 -2.570 1.232 0.035 0.006 0.020
C 2.567 -3.142 0.554 -0.427 0.285 -0.378
O 1.816 -2.445 -0.156 1.158 -0.657 0.386
N 2.286 -4.431 0.718 -0.068 -0.254 0.011
C 1.129 -5.057 0.076 0.039 0.101 0.201
C -0.209 -4.744 0.722 0.059 0.171 -0.104
C -0.785 -5.647 1.601 0.009 -0.049 0.032
C -2.040 -5.376 2.130 0.017 -0.087 0.037
C -2.690 -4.222 1.737 -0.031 0.025 0.000
C -2.046 -3.379 0.844 0.204 -0.116 -0.123
N -0.822 -3.607 0.351 -0.288 0.057 0.385
H 4.342 -2.020 0.488 0.029 0.009 -0.018
H 4.391 -3.329 1.704 -0.024 0.025 0.007
H 3.422 -1.856 1.983 0.002 0.001 -0.055
H 2.871 -4.978 1.324 0.016 -0.073 0.017
H 1.302 -6.130 0.096 -0.029 -0.042 -0.012
H 1.104 -4.733 -0.963 0.040 0.044 -0.001
H -0.261 -6.560 1.859 -0.028 0.048 -0.012
H -2.508 -6.070 2.819 0.039 0.037 -0.028
H -3.675 -3.968 2.107 0.059 -0.011 -0.032
H -2.547 -2.483 0.500 0.038 -0.011 -0.012
C -1.053 1.701 -2.782 0.106 0.047 0.021
Sb -1.962 -0.123 -2.124 -0.216 0.333 -0.347
C -3.855 0.752 -1.676 -0.036 -0.077 0.084
C -2.711 -0.835 -4.044 0.292 0.039 -0.216
C -1.715 -0.939 -5.175 -0.126 0.086 0.167
C -1.324 0.222 -5.851 -0.036 -0.042 0.056
C -0.401 0.193 -6.885 -0.032 -0.088 0.008
C 0.148 -1.024 -7.274 -0.062 0.019 0.007
C -0.249 -2.185 -6.629 -0.031 -0.076 -0.005
C -1.179 -2.169 -5.585 -0.018 -0.232 0.054
C -1.561 -3.465 -4.916 0.093 0.172 -0.118
Sb -0.540 -3.705 -3.022 0.048 0.143 0.008
C -1.837 -5.261 -2.300 -0.012 -0.052 0.000
C 0.936 -5.050 -3.815 0.027 -0.035 -0.108
H -1.802 2.325 -3.271 0.016 0.010 -0.003
H -0.239 1.483 -3.476 -0.092 0.041 0.099
H -0.650 2.226 -1.909 -0.070 -0.067 -0.095
H -4.071 1.472 -2.465 -0.059 0.010 0.027
H -3.827 1.240 -0.704 0.011 0.003 -0.022
H -4.620 -0.026 -1.668 0.014 0.063 0.024
H -3.478 -0.095 -4.278 0.006 -0.015 -0.067
H -3.216 -1.779 -3.839 0.000 0.052 -0.045
H -1.767 1.169 -5.560 0.029 -0.052 -0.009
H -0.124 1.110 -7.393 -0.015 -0.064 0.046
H 0.866 -1.070 -8.086 -0.066 0.000 0.068
H 0.157 -3.142 -6.949 -0.035 0.086 0.022
H -1.272 -4.321 -5.528 -0.050 0.042 -0.035
H -2.632 -3.541 -4.716 0.056 0.029 -0.055
H -2.172 -5.859 -3.150 -0.011 -0.007 0.071
H -2.703 -4.837 -1.787 0.082 -0.043 -0.060
H -1.299 -5.907 -1.601 -0.069 0.061 -0.075
H 0.426 -5.937 -4.193 0.092 0.008 -0.007
H 1.670 -5.343 -3.061 -0.051 0.013 -0.084
H 1.462 -4.554 -4.636 -0.055 -0.066 0.095
C -1.929 2.037 5.524 -0.019 -0.071 0.049
C -1.703 2.765 4.208 0.051 -0.061 -0.106
N -1.727 1.870 3.047 0.025 -0.120 0.061
C -2.737 1.172 2.529 0.005 0.017 0.224
S -2.437 -0.180 1.513 -0.071 0.296 -0.062
N -4.013 1.476 2.820 0.069 -0.030 -0.011
C -4.586 2.664 3.462 -0.134 -0.207 -0.195
C -6.086 2.656 3.236 -0.086 -0.005 0.004
H -1.905 2.742 6.362 0.005 -0.075 -0.122
H -1.155 1.284 5.680 -0.004 0.006 0.022
H -2.902 1.533 5.530 0.159 0.022 0.033
H -0.724 3.239 4.186 0.051 -0.030 0.030
H -2.426 3.562 4.090 0.000 0.121 -0.058
H -0.832 1.540 2.726 0.186 0.076 -0.070
H -4.665 0.852 2.375 -0.086 -0.022 -0.015
H -4.153 3.562 3.029 0.010 0.076 -0.104
H -4.374 2.663 4.530 -0.005 0.003 0.040
H -6.320 2.699 2.170 0.010 -0.003 0.058
H -6.541 3.521 3.719 0.011 -0.040 -0.027
H -6.543 1.757 3.660 0.048 0.077 -0.034